(1)
Molecular formula: C47H61Br9F2O24
Method: DFT, ωB97M-V/def2-TZVPD

Cartesian coordinates (Å):
1 C -4.226 -1.008 -3.727
2 C -2.902 -0.397 -4.200
3 C -1.895 -1.495 -4.652
4 O -1.552 -1.140 -5.975
5 C -2.257 -0.027 -6.332
6 O -2.190 0.634 -7.369
7 O -3.064 0.380 -5.338
8 H -4.867 -0.227 -3.317
9 H -4.068 -1.657 -2.865
10 H -4.722 -1.620 -4.480
11 H -2.533 0.242 -3.397
12 H -2.263 -2.520 -4.688
13 H -1.138 -1.394 -3.875
14 C 0.246 1.200 5.231
15 C -0.263 -0.221 5.101
16 C 0.239 -1.279 6.104
17 O -0.963 -1.956 6.333
18 C -1.976 -1.208 6.095
19 O -3.126 -1.569 6.439
20 O -1.670 -0.152 5.381
21 H -0.219 1.933 4.571
22 H 1.312 1.338 5.050
23 H -0.006 1.492 6.251
24 H -0.187 -0.585 4.076
25 H 0.593 -0.790 7.011
26 H 1.030 -1.873 5.647
27 C 1.343 1.096 -0.145
28 C -0.004 0.497 0.288
29 C -1.131 1.287 -0.243
30 O -1.953 0.289 -0.816
31 C -1.369 -0.940 -0.876
32 O -1.800 -1.990 -1.418
33 O -0.078 -0.827 -0.347
34 H 1.510 0.919 -1.208
35 H 2.170 0.599 0.361
36 H 1.549 2.147 0.061
37 H -0.067 0.278 1.353
38 H -0.754 1.995 -0.981
39 H -1.613 1.740 0.623
40 C 0.362 -4.795 -1.603
41 C 1.839 -4.522 -1.088
42 C 2.441 -5.581 -0.156
43 O 3.706 -5.802 -0.685
44 C 3.804 -5.313 -1.921
45 O 4.730 -5.522 -2.686
46 O 2.691 -4.630 -2.232
47 H 0.009 -4.014 -2.276
48 H -0.256 -4.645 -0.718
49 H 0.127 -5.768 -2.034
50 H 2.016 -3.500 -0.752
51 H 1.883 -6.505 -0.002
52 H 2.518 -5.135 0.835
53 C 5.749 1.212 0.797
54 C 5.468 1.836 2.113
55 C 4.207 2.698 2.099
56 O 3.389 2.138 3.101
57 C 4.004 1.068 3.660
58 O 3.638 0.437 4.589
59 O 5.064 0.747 2.969
60 H 5.987 2.033 0.120
61 H 4.827 0.716 0.493
62 H 6.599 0.529 0.823
63 H 6.338 2.423 2.408
64 H 3.724 2.627 1.125
65 H 4.414 3.732 2.376
66 C 3.343 4.022 -1.613
67 C 2.603 4.129 -2.933
68 C 3.182 3.422 -4.127
69 O 2.276 2.437 -4.390
70 C 1.141 2.615 -3.715
71 O 0.180 1.895 -3.851
72 O 1.317 3.499 -2.837
73 H 4.191 4.696 -1.489
74 H 3.596 3.010 -1.298
75 H 2.575 4.337 -0.907
76 H 2.392 5.185 -3.102
77 H 4.221 3.147 -3.947
78 H 3.178 4.160 -4.928
79 C 2.058 -1.501 -3.188
80 C 3.535 -1.108 -3.204
81 C 3.977 -0.494 -4.560
82 O 4.979 0.419 -4.183
83 C 4.890 0.700 -2.845
84 O 5.578 1.560 -2.316
85 O 4.030 -0.140 -2.241
86 H 1.424 -0.718 -2.773
87 H 1.874 -2.277 -2.445
88 H 1.605 -1.786 -4.137
89 H 4.084 -2.037 -3.045
90 H 3.169 -0.020 -5.117
91 H 4.341 -1.291 -5.208
92 C -2.004 5.010 -0.955
93 C -0.716 5.668 -0.653
94 C -0.840 6.892 0.191
95 O -0.101 6.491 1.342
96 C 0.558 5.336 1.228
97 O 1.307 4.859 2.057
98 O 0.094 4.776 0.097
99 H -2.617 4.863 -0.065
100 H -1.906 4.035 -1.433
101 H -2.508 5.546 -1.759
102 H -0.179 5.974 -1.551
103 H -1.855 7.134 0.508
104 H -0.375 7.707 -0.363
105 F -8.249 -1.436 1.316
106 C -7.368 -0.438 1.113
107 C -7.538 0.729 1.865
108 C -6.605 1.754 1.769
109 C -5.517 1.681 0.848
110 C -5.349 0.532 0.136
111 C -6.276 -0.529 0.226
112 H -8.426 0.733 2.479
113 H -6.818 2.583 2.428
114 H -4.771 2.461 0.798
115 H -4.571 0.589 -0.610
116 H -6.139 -1.416 -0.375
117 F 1.955 -1.527 1.864
118 C 1.933 -2.675 2.613
119 C 0.804 -3.522 2.515
120 C 0.864 -4.641 3.302
121 C 1.985 -4.932 4.096
122 C 3.034 -3.982 4.230
123 C 3.004 -2.928 3.389
124 H 0.007 -3.327 1.813
125 H 0.228 -5.513 3.296
126 H 2.032 -5.721 4.832
127 H 3.843 -4.172 4.920
128 H 3.813 -2.212 3.398
129 C -5.140 -5.048 -2.795
130 Br -4.913 -5.373 -4.756
131 Br -3.350 -4.353 -2.246
132 Br -5.655 -6.677 -1.876
133 H -5.862 -4.268 -2.555
134 C -3.834 -3.328 1.188
135 Br -5.801 -3.812 1.316
136 Br -2.629 -4.900 1.313
137 Br -3.300 -1.917 2.535
138 H -3.644 -2.907 0.201
139 C -3.036 3.691 4.150
140 Br -2.358 2.115 3.130
141 Br -4.699 4.530 3.364
142 Br -1.545 5.024 4.269
143 H -3.118 3.327 5.174

- LUMO level: -1.02 eV
- Electronic energy: -26999.1505 Eh
- Total charge: 0
- Kohn-Sham gap: 8.27 eV


(2)
Molecular formula: C42H42AgAsN8OSSi2
Method: DFT, ωB97M-V/def2-TZVPD

Cartesian coordinates (Å):
1 Ag 1.131 1.620 0.405
2 C 3.010 5.739 -4.501
3 C 1.691 6.205 -4.402
4 C 0.819 5.684 -3.461
5 C 1.283 4.686 -2.611
6 C 0.638 3.891 -1.569
7 N -0.585 4.131 -1.072
8 C -1.167 3.485 -0.076
9 C -2.280 4.043 0.713
10 C -3.001 5.223 0.616
11 C -3.971 5.478 1.578
12 C -4.199 4.585 2.628
13 C -3.466 3.411 2.733
14 C -2.528 3.140 1.752
15 C -1.553 2.044 1.593
16 N -1.443 1.022 2.423
17 C -0.365 0.241 2.523
18 N 0.902 0.573 2.207
19 C 1.749 -0.480 2.419
20 N 3.027 -0.576 2.084
21 C 3.695 0.215 1.239
22 N 3.224 1.277 0.528
23 C 4.085 1.660 -0.435
24 N 3.899 2.530 -1.430
25 C 2.748 3.147 -1.720
26 N 1.552 3.000 -1.127
27 C 2.599 4.197 -2.730
28 C 3.475 4.738 -3.663
29 C 5.305 0.856 -0.277
30 C 6.512 0.835 -0.962
31 C 7.474 -0.089 -0.581
32 C 7.227 -0.990 0.464
33 C 6.016 -0.987 1.139
34 C 5.046 -0.064 0.759
35 C 0.964 -1.573 3.002
36 C 1.285 -2.871 3.377
37 C 0.259 -3.703 3.803
38 C -1.068 -3.261 3.835
39 C -1.393 -1.967 3.453
40 C -0.364 -1.123 3.073
41 N -0.851 2.271 0.459
42 H 3.668 6.163 -5.250
43 H 1.351 6.983 -5.077
44 H -0.201 6.037 -3.379
45 H -2.803 5.920 -0.189
46 H -4.556 6.388 1.520
47 H -4.958 4.816 3.367
48 H -3.629 2.707 3.540
49 H 4.490 4.365 -3.735
50 H 6.686 1.534 -1.771
51 H 8.431 -0.113 -1.089
52 H 7.995 -1.703 0.743
53 H 5.815 -1.689 1.940
54 H 2.308 -3.223 3.311
55 H 0.483 -4.724 4.090
56 H -1.851 -3.947 4.133
57 H -2.420 -1.627 3.420
58 O 1.277 -0.761 -0.914
59 S 1.574 -2.015 -1.657
60 C 1.744 -3.351 -0.422
61 C 3.214 -3.468 -0.042
62 C 4.004 -3.234 -1.329
63 C 3.377 -2.011 -1.988
64 H 1.352 -4.262 -0.881
65 H 1.086 -3.057 0.397
66 H 3.436 -4.441 0.402
67 H 3.458 -2.700 0.693
68 H 3.918 -4.106 -1.986
69 H 5.064 -3.063 -1.132
70 H 3.543 -1.946 -3.063
71 H 3.713 -1.084 -1.522
72 C -3.849 -3.647 -2.671
73 Si -2.954 -3.304 -1.025
74 C -3.866 -4.383 0.254
75 C -1.294 -4.201 -1.236
76 As -2.565 -1.114 -0.479
77 Si -4.715 -0.687 0.209
78 C -5.071 1.179 0.119
79 C -5.100 -1.139 2.018
80 C -6.157 -1.460 -0.771
81 H -3.902 -4.723 -2.878
82 H -3.303 -3.163 -3.485
83 H -4.865 -3.244 -2.669
84 H -3.940 -5.423 -0.086
85 H -4.877 -4.019 0.454
86 H -3.315 -4.365 1.199
87 H -1.443 -5.258 -1.488
88 H -0.723 -4.145 -0.305
89 H -0.701 -3.738 -2.029
90 H -4.790 1.683 1.048
91 H -6.138 1.364 -0.049
92 H -4.510 1.645 -0.694
93 H -4.407 -0.604 2.674
94 H -4.973 -2.211 2.194
95 H -6.124 -0.859 2.294
96 H -6.129 -1.117 -1.809
97 H -7.111 -1.146 -0.330
98 H -6.130 -2.552 -0.779

- LUMO level (spin up / spin down): 3.66 / 3.66 eV
- Electronic energy: -5499.0318 Eh
- Total charge: -2
- Kohn-Sham gap (spin up / spin down): 4.44 / 4.44 eV


Among the records above, which one has the lowest total charge? C42H42AgAsN8OSSi2